1.
Entry from the Open Molecules 2025 dataset: 10 unconnected molecules or ions with the total composition C31H87N5O15 at a distorted geometry (ωB97M-V with the def2-TZVPD basis set).

Positions of all 138 atoms, in Å:
C1 -0.47753 -0.90015 0.43294
O1 -1.18596 -1.59123 1.43721
C2 -2.45146 -1.99957 0.95780
C3 -3.07978 -3.09531 1.81695
N1 -2.58685 -4.45159 1.54215
C4 -1.36659 -4.70944 2.30802
C5 -1.23497 -6.19149 2.57865
O2 -2.19070 -6.63625 3.54325
C6 -1.98059 -7.98903 3.88121
H1 -0.43481 -1.45676 -0.51074
H2 0.53767 -0.67334 0.74928
H3 -0.95345 0.05663 0.18257
H4 -2.38755 -2.42602 -0.04773
H5 -3.14008 -1.14966 0.96019
H6 -4.13765 -3.08829 1.53091
H7 -3.13990 -2.79701 2.87025
H8 -3.29602 -5.09842 1.86708
H9 -1.38808 -4.19727 3.28159
H10 -0.44691 -4.32898 1.86211
H11 -0.24008 -6.43458 2.96744
H12 -1.46265 -6.73529 1.65363
H13 -1.66078 -8.62446 3.04679
H14 -2.92899 -8.37325 4.24877
H15 -1.17467 -8.06007 4.61992
C7 5.93572 1.88312 -1.73925
O3 6.17675 0.53035 -2.01548
C8 5.32175 0.03716 -3.02946
C9 5.37613 -1.50037 -3.03012
N2 4.10526 -2.02853 -3.58034
C10 3.99654 -3.47123 -3.29319
C11 2.99005 -4.13267 -4.20161
O4 3.39646 -4.19852 -5.55760
C12 2.69217 -5.17339 -6.27548
H16 4.91701 2.05859 -1.37577
H17 6.09900 2.54974 -2.59217
H18 6.58424 2.25141 -0.94403
H19 5.60748 0.44954 -3.99873
H20 4.30754 0.29870 -2.71667
H21 5.43510 -1.83613 -1.99494
H22 6.20065 -1.84667 -3.65703
H23 4.20705 -2.03687 -4.59425
H24 3.65712 -3.61006 -2.26371
H25 4.96730 -3.97844 -3.37556
H26 2.06120 -3.54892 -4.14097
H27 2.75134 -5.12704 -3.80943
H28 3.14387 -6.16310 -6.12936
H29 2.87151 -4.96436 -7.33591
H30 1.60645 -5.18697 -6.14736
C13 -1.52964 1.95894 -2.57181
O5 -2.78143 2.46430 -2.15597
C14 -3.58619 1.44057 -1.66053
C15 -4.88128 1.96311 -1.10015
N3 -5.65458 2.58545 -2.21034
C16 -6.62778 3.54030 -1.68660
C17 -7.52387 4.02885 -2.80685
O6 -6.85586 4.92157 -3.65756
C18 -7.63171 5.35995 -4.74130
H31 -0.86119 2.76770 -2.86229
H32 -1.68795 1.28822 -3.42087
H33 -0.99824 1.44089 -1.76975
H34 -3.13481 0.84493 -0.84797
H35 -3.79914 0.66994 -2.41776
H36 -4.64233 2.73992 -0.35951
H37 -5.51552 1.19761 -0.65443
H38 -4.96355 3.10574 -2.74344
H39 -6.16286 4.43891 -1.24821
H40 -7.19299 3.13779 -0.84479
H41 -8.43601 4.46655 -2.37171
H42 -7.91310 3.18641 -3.39328
H43 -7.84242 4.50405 -5.39395
H44 -7.03056 6.01994 -5.36641
H45 -8.53432 5.88865 -4.42978
C19 -4.37330 3.00127 7.54115
O7 -3.41853 2.21127 6.87957
C20 -3.90730 1.30833 5.91112
C21 -2.76207 0.87977 5.00666
N4 -2.07066 2.00337 4.34248
C22 -1.06673 1.44131 3.43086
C23 -0.38876 2.52901 2.60462
O8 -1.33242 3.12799 1.72832
C24 -0.76262 3.76500 0.63451
H46 -4.84213 3.74899 6.89267
H47 -3.85643 3.36833 8.42177
H48 -5.24635 2.41721 7.87161
H49 -4.73004 1.75176 5.34605
H50 -4.18035 0.38363 6.43497
H51 -3.13616 0.20439 4.23260
H52 -2.05446 0.30054 5.61778
H53 -1.46301 2.31203 5.10363
H54 -1.53230 0.78803 2.69012
H55 -0.24294 0.92772 3.94485
H56 0.36393 2.06843 1.95028
H57 0.12583 3.30494 3.18160
H58 -1.46347 4.39352 0.07924
H59 -0.39008 2.98767 -0.04939
H60 0.03457 4.48006 0.88867
C25 1.22892 -4.34219 -0.49932
O9 2.30357 -3.51966 -0.11199
C26 2.51108 -3.56921 1.31732
C27 3.61492 -2.58555 1.71152
N5 3.08010 -1.23508 1.72334
C28 4.09438 -0.25895 2.11589
C29 3.44883 1.06034 2.49828
O10 4.45620 2.04676 2.60824
C30 3.91911 3.30552 2.87722
H61 1.04642 -4.19374 -1.56597
H62 0.30673 -4.01086 -0.01037
H63 1.31863 -5.42221 -0.35578
H64 2.67894 -4.60731 1.60816
H65 1.59942 -3.15698 1.76632
H66 4.46881 -2.70694 1.02905
H67 3.92309 -2.84835 2.72498
H68 2.79338 -0.97147 0.79408
H69 4.83133 -0.11175 1.31244
H70 4.67703 -0.63942 2.95811
H71 3.02381 0.90735 3.50034
H72 2.65810 1.34835 1.79701
H73 4.72285 3.97711 3.18975
H74 3.21598 3.28244 3.72263
H75 3.41368 3.81437 2.04592
C31 2.29425 5.18160 -0.83942
O11 2.94657 3.98269 -1.25693
H76 1.22685 5.05098 -0.99886
H77 2.56038 5.43856 0.19176
H78 2.73945 6.01706 -1.38030
H79 2.49904 3.23139 -0.83072
O12 1.70924 1.55031 -1.18305
H80 2.13480 0.67491 -1.15648
H81 1.69612 1.79077 -2.12461
O13 3.71885 4.19420 -3.94195
H82 3.14826 3.47821 -4.26366
H83 3.56126 4.23522 -2.97654
O14 1.90524 2.03485 -4.32563
H84 1.66261 1.18410 -4.71567
H85 1.32513 2.67830 -4.75775
O15 2.72598 -1.05353 -1.24635
H86 2.57651 -1.90883 -0.78709
H87 3.11799 -1.29270 -2.11622

Results
Orbital gap (eV): 8.9
Molar mass (g mol⁻¹): 770.06
Max |F| (eV Å⁻¹): 2.0
E_tot (eV): -71714.2001
SMILES string: COCCNCCOC.COCCNCCOC.COCCNCCOC.COCCNCCOC.COCCNCCOC.CO.O.O.O.O

2.
Entry from the Open Molecules 2025 dataset: 13 unconnected molecules or ions with the total composition C31H88O21 at a distorted geometry (ωB97M-V with the def2-TZVPD basis set).

Positions of all 140 atoms, in Å:
C1 -5.41126 3.11708 -0.72698
C2 -4.38912 3.35056 -1.72980
C3 -3.20115 4.13633 -1.26135
O1 -3.94669 2.07934 -2.10665
H1 -4.97583 2.35952 -0.02078
H2 -6.32861 2.67503 -1.05950
H3 -5.63406 3.97774 -0.14949
H4 -4.80990 3.84441 -2.65120
H5 -2.86463 3.68992 -0.35329
H6 -3.49596 5.16781 -1.17802
H7 -2.39252 4.00160 -1.98937
H8 -3.22376 2.06442 -2.79934
C4 2.72969 3.52483 -1.60044
C5 1.50145 4.37085 -1.49102
C6 0.68831 4.49297 -2.78938
O2 0.54093 3.78361 -0.58818
H9 3.12673 3.41183 -0.57412
H10 3.49036 4.00029 -2.23802
H11 2.50481 2.49932 -2.04195
H12 1.73386 5.39880 -1.20603
H13 0.33270 3.56133 -3.17985
H14 1.32035 4.94042 -3.56243
H15 -0.04455 5.22614 -2.50315
H16 1.10603 3.60549 0.17172
C7 6.06374 3.37083 1.07357
C8 5.90348 2.30133 2.16579
C9 7.13715 2.15582 3.06247
O3 4.87888 2.82378 2.95955
H17 6.58229 4.32709 1.36276
H18 5.05371 3.72961 0.80946
H19 6.60628 2.96031 0.18231
H20 5.49695 1.37724 1.71025
H21 8.05905 1.92869 2.56150
H22 6.84911 1.47610 3.83865
H23 7.25916 3.16880 3.53661
H24 4.76058 2.27264 3.73138
C10 -5.62039 -4.24530 0.47354
C11 -4.71493 -4.02268 -0.77984
C12 -4.85888 -2.68868 -1.46967
O4 -3.30436 -4.13648 -0.42426
H25 -5.38336 -5.21747 0.84445
H26 -6.61011 -4.21716 0.01775
H27 -5.46339 -3.38398 1.20142
H28 -4.80233 -4.83572 -1.56751
H29 -4.52028 -1.89831 -0.82659
H30 -5.92524 -2.53106 -1.77310
H31 -4.26419 -2.76763 -2.44466
H32 -3.11194 -3.31776 0.05748
C13 2.07103 0.34340 3.99445
C14 2.43784 -0.87240 3.15829
C15 2.68806 -0.68739 1.65655
O5 3.54095 -1.58269 3.70895
H33 2.93684 1.03600 4.01215
H34 1.91423 -0.00238 5.03071
H35 1.21751 0.79715 3.46005
H36 1.56892 -1.51750 3.26698
H37 3.19004 -1.56336 1.27779
H38 3.39734 0.21939 1.60492
H39 1.77021 -0.51105 1.11038
H40 3.32590 -2.47768 3.58199
C16 -1.27014 0.69985 -0.79160
C17 -1.52457 -0.75164 -1.03009
O6 -0.42459 -1.61436 -0.60100
O7 -0.28113 1.23167 -1.73452
H41 -0.99670 0.75003 0.26632
H42 -2.19253 1.31777 -0.95124
H43 -1.77006 -0.84066 -2.09829
H44 -2.35540 -1.07769 -0.50310
H45 0.37294 -1.49665 -1.16832
H46 -0.13203 2.14114 -1.40793
C18 1.10019 4.09802 2.98072
C19 0.03453 5.03063 2.41419
O8 -1.17319 4.30074 2.22078
O9 1.81130 3.39434 1.89257
H47 0.72413 3.43144 3.71295
H48 1.86970 4.63456 3.52787
H49 0.42355 5.47090 1.48519
H50 -0.18365 5.78272 3.21575
H51 -1.24251 4.28661 1.25571
H52 2.76103 3.32024 2.15673
C20 -1.63810 -0.36759 -5.28136
C21 -1.63418 1.14265 -5.27091
O10 -1.90196 1.65589 -3.93563
O11 -0.62207 -0.89491 -4.37379
H53 -1.40988 -0.74377 -6.27531
H54 -2.59408 -0.58814 -4.80114
H55 -2.52926 1.57659 -5.87596
H56 -0.70346 1.62802 -5.71242
H57 -1.23467 1.34878 -3.22822
H58 -0.72735 -1.84527 -4.15062
C22 -1.89836 0.82113 3.03010
C23 -2.26407 1.49987 4.30580
O12 -2.91452 2.75119 3.97759
O13 -3.05152 0.46769 2.29911
H59 -1.35497 -0.14569 3.22791
H60 -1.24883 1.49426 2.45312
H61 -1.35714 1.68440 4.84626
H62 -2.99678 0.96695 4.90347
H63 -2.26883 3.24680 3.41619
H64 -3.70225 1.11398 2.56511
C24 -0.17874 -4.42214 -3.18097
C25 -0.90316 -5.35672 -2.26822
O14 -0.89316 -5.00025 -0.95078
O15 -0.88026 -3.20737 -3.09330
H65 -0.28861 -4.81883 -4.21914
H66 0.79370 -4.24038 -2.83409
H67 -0.59411 -6.37642 -2.33499
H68 -1.94954 -5.30901 -2.60057
H69 -1.76092 -4.96995 -0.55565
H70 -0.75025 -2.89268 -2.18479
C26 2.66296 -0.54740 -2.34905
C27 3.79316 -1.31377 -2.94661
O16 3.98327 -2.58311 -2.32806
O17 1.41560 -1.15878 -2.62359
H71 2.66664 0.43715 -2.86730
H72 2.79830 -0.21428 -1.25899
H73 4.72549 -0.75281 -2.73486
H74 3.62897 -1.44086 -3.98026
H75 3.25725 -3.17510 -2.46411
H76 0.97864 -0.61081 -3.33388
C28 -2.64365 -2.96224 2.68951
C29 -1.40121 -3.62436 2.17086
O18 -0.33921 -2.69119 1.81967
O19 -3.32965 -2.11190 1.71388
H77 -2.39556 -2.46816 3.59876
H78 -3.33607 -3.77489 2.84074
H79 -1.43773 -4.26674 1.29531
H80 -0.99181 -4.18091 3.01153
H81 -0.27689 -2.45646 0.86619
H82 -3.23599 -1.21858 1.89315
C30 2.74677 -4.77855 1.74789
C31 2.91083 -4.40880 0.25077
O20 1.72324 -3.85148 -0.36375
O21 2.33550 -3.76620 2.61828
H83 3.67557 -5.28699 2.08277
H84 2.00755 -5.55524 1.69927
H85 3.20006 -5.34570 -0.25352
H86 3.68927 -3.69814 -0.07835
H87 0.92396 -4.40069 -0.14939
H88 1.68418 -3.21288 2.15574

Results
Orbital gap (eV): 10.0
Molar mass (g mol⁻¹): 797.02
Max |F| (eV Å⁻¹): 4.1
E_tot (eV): -76567.8921
Energy above the lowest of the compared OMol25 structures with the same formula, charge and spin (kcal/mol): 18.1

3.
Entry from the Open Molecules 2025 dataset: 14 unconnected molecules or ions with the total composition C31H94N4O19 at a distorted geometry (ωB97M-V with the def2-TZVPD basis set).

Positions of all 148 atoms, in Å:
C1 -1.70910 2.08859 -0.79933
C2 -2.41606 0.85212 -0.24183
C3 -1.39850 0.04919 0.58557
O1 -0.55154 -0.59552 -0.38702
C4 -0.01259 -1.84434 0.11948
N1 -3.57493 1.18576 0.63641
H1 -1.20979 2.59448 0.01062
H2 -2.38811 2.78434 -1.23412
H3 -0.97321 1.81019 -1.52396
H4 -2.84555 0.14738 -0.99064
H5 -1.96057 -0.80116 1.01589
H6 -0.95425 0.67054 1.31963
H7 0.89946 -2.15641 -0.41696
H8 -0.74592 -2.65628 0.05480
H9 0.28106 -1.71497 1.14067
H10 -3.34368 1.81989 1.36474
H11 -4.30064 1.62709 0.14549
C5 2.37595 -3.44192 -5.12341
C6 1.86877 -2.39473 -4.15686
C7 0.68932 -2.99095 -3.30450
O2 -0.55221 -3.34277 -3.99880
C8 -1.28378 -2.35224 -4.71483
N2 2.91959 -2.09048 -3.14943
H12 3.23142 -3.12006 -5.68305
H13 1.55794 -3.73322 -5.79030
H14 2.57544 -4.38421 -4.58916
H15 1.63626 -1.48577 -4.73126
H16 0.39454 -2.31075 -2.47592
H17 0.91470 -3.88817 -2.80402
H18 -1.86542 -2.88794 -5.46428
H19 -0.64406 -1.57672 -5.08957
H20 -1.91275 -1.68682 -4.03966
H21 2.55824 -1.21650 -2.69231
H22 3.82305 -1.87671 -3.58421
C9 7.92543 2.77207 -0.93055
C10 6.45073 2.67377 -0.99103
C11 5.96800 1.45114 -0.27193
O3 6.50905 0.29657 -0.90564
C12 5.62267 -0.25421 -1.80621
N3 5.77629 3.81937 -0.46443
H23 8.34234 1.84093 -1.33462
H24 8.24926 2.92434 0.10829
H25 8.24028 3.65985 -1.47699
H26 6.21945 2.52901 -2.03232
H27 4.87763 1.45845 -0.34962
H28 6.35869 1.42216 0.73551
H29 4.74331 -0.74283 -1.30415
H30 6.16178 -1.09056 -2.20031
H31 5.22147 0.36959 -2.61811
H32 4.80121 3.67487 -0.71833
H33 6.10085 4.67892 -0.91240
C13 0.80246 -4.15861 5.11049
C14 0.70616 -4.80563 3.72005
C15 -0.80084 -4.80672 3.35889
O4 -1.41998 -3.55093 3.24079
C16 -2.78204 -3.54513 2.96011
N4 1.40739 -4.17369 2.64720
H34 0.48240 -3.15109 5.01107
H35 1.88007 -4.14250 5.39123
H36 0.28244 -4.75439 5.89830
H37 0.97911 -5.86471 3.69955
H38 -1.29718 -5.35090 4.16903
H39 -1.00061 -5.33260 2.41435
H40 -3.30689 -4.11135 3.70755
H41 -2.94044 -3.97090 1.96219
H42 -3.06502 -2.47428 3.07246
H43 2.42034 -4.07710 2.94521
H44 1.15465 -3.21527 2.71123
C17 1.92924 5.00295 -0.89440
C18 1.84706 3.74742 -0.03031
O5 2.51368 2.73619 -0.72266
O6 1.00906 6.04985 -0.54670
H45 1.74398 4.72828 -1.90819
H46 2.96446 5.37936 -0.95775
H47 0.79263 3.54155 0.05950
H48 2.27835 3.96933 0.93212
H49 2.54852 1.88568 -0.21876
H50 1.29721 6.43120 0.28847
C19 -5.50586 4.29603 -0.01643
C20 -4.61281 5.11819 -1.03162
O7 -4.65266 6.47777 -0.64704
O8 -5.73363 3.01839 -0.60571
H51 -6.44443 4.85987 0.13730
H52 -4.97552 4.23083 0.94785
H53 -5.14708 4.91878 -1.98094
H54 -3.57472 4.90043 -1.07650
H55 -5.28188 6.90577 -1.25325
H56 -6.29040 2.58064 0.05996
C21 3.21062 0.01212 3.36964
C22 2.88655 1.02825 2.26221
O9 2.84014 0.58661 0.90478
O10 2.31881 -1.09541 3.40792
H57 3.22618 0.56045 4.31506
H58 4.22765 -0.41604 3.32692
H59 3.57453 1.84598 2.35343
H60 1.87222 1.34844 2.42036
H61 3.40321 -0.25579 0.78960
H62 1.46283 -0.74316 3.82156
C23 -4.97920 0.82640 -5.15086
C24 -4.53979 1.55598 -3.86514
O11 -5.67714 1.76137 -3.01108
O12 -5.66459 -0.35393 -4.91271
H63 -4.11600 0.59211 -5.85904
H64 -5.72625 1.38382 -5.71585
H65 -4.05386 2.48577 -4.06817
H66 -3.76892 0.93853 -3.39038
H67 -5.42505 2.15280 -2.15544
H68 -5.08937 -1.03404 -4.47505
C25 -1.56772 -0.00946 4.51024
C26 -1.26212 1.46549 4.47629
O13 -1.16871 1.88258 3.12757
O14 -0.35047 -0.74525 4.20703
H69 -2.31599 -0.28881 3.75552
H70 -2.00961 -0.29862 5.50357
H71 -0.24884 1.64525 4.96328
H72 -1.97021 2.04595 5.05123
H73 -0.81807 2.76623 3.25862
H74 -0.61041 -1.69763 4.15360
C27 -5.99061 -1.40207 1.90521
O15 -5.05799 -0.59981 2.56348
H75 -6.97435 -1.27927 2.38508
H76 -6.02633 -1.18148 0.83975
H77 -5.77365 -2.44847 2.13978
H78 -4.51608 -0.14602 1.85368
C28 2.81437 -5.06386 -0.54639
O16 3.19345 -3.74646 -0.80563
H79 1.83710 -5.37681 -0.87583
H80 3.49770 -5.72601 -1.05045
H81 2.78189 -5.27815 0.52181
H82 3.18053 -3.48087 -1.75807
C29 -8.40891 2.40699 1.91879
O17 -7.74848 1.66653 0.90703
H83 -9.43756 2.70533 1.68571
H84 -8.45753 1.66632 2.78173
H85 -7.84137 3.25442 2.26122
H86 -7.42260 0.83621 1.34601
C30 1.47297 1.26467 -3.31291
O18 1.46537 0.27291 -2.27724
H87 0.73810 2.01510 -3.06239
H88 2.43793 1.76399 -3.35179
H89 1.24391 0.81897 -4.28083
H90 0.83917 0.39783 -1.54584
C31 5.60050 -2.53612 1.49689
O19 4.42179 -1.92363 0.87164
H91 5.86631 -3.56520 1.08039
H92 6.41491 -1.83579 1.26659
H93 5.47694 -2.58443 2.55273
H94 3.85338 -2.69789 0.62543

Results
Orbital gap (eV): 9.1
Molar mass (g mol⁻¹): 827.10
Max |F| (eV Å⁻¹): 3.6
E_tot (eV): -78526.9743

Which value of max |F| does entry 1 give?
2.0 eV Å⁻¹